Entry 1:
Molecular formula: C52H45N9O16
Method: DFT, ωB97M-V/def2-TZVPD

Last column: Löwdin charge in e.
Positions of all 122 atoms, in Å:
C: 2.72795 -0.90200 0.77335  -0.0409
C: 2.39513 -0.39619 2.03161  -0.0353
C: 2.53803 -1.18869 3.20651  0.0190
C: 3.12779 -2.43773 2.98125  -0.1569
C: 3.40380 -2.98165 1.70720  -0.0007
C: 3.08003 -2.24198 0.61790  -0.0830
N: 3.42769 -3.20475 4.18160  -0.3824
O: 3.21718 -2.84439 5.29448  0.0793
O: 3.89156 -4.30667 3.99782  0.0742
H: 2.55387 -0.28919 -0.12344  0.0911
H: 2.11204 0.63116 2.17828  0.0903
H: 2.22467 -0.97901 4.21250  0.1139
H: 3.83649 -3.96907 1.57924  0.1269
H: 3.26749 -2.79004 -0.28837  0.0914
C: 7.54778 -1.47200 -2.71655  -0.0585
C: 7.52775 -0.40984 -3.57095  -0.0446
C: 6.39046 0.40272 -3.63104  -0.0018
C: 5.32351 0.11347 -2.85222  -0.1144
C: 5.31870 -0.94761 -1.90135  0.0403
C: 6.45346 -1.75810 -1.89066  -0.0328
N: 4.11674 1.00720 -2.91106  -0.3202
O: 3.23416 0.85979 -2.13098  0.0841
O: 4.14444 1.86331 -3.81536  0.0550
H: 8.34091 -2.10481 -2.54286  0.0867
H: 8.36108 -0.26340 -4.18761  0.0964
H: 6.27578 1.23287 -4.29479  0.1160
H: 4.50686 -1.16181 -1.32471  0.0475
H: 6.44209 -2.55532 -1.24603  0.0817
C: 0.16677 3.82098 -4.84793  -0.0892
C: -0.81661 3.65085 -5.78864  -0.0435
C: -1.22504 2.28880 -6.04887  0.0115
C: -0.74826 1.29399 -5.26158  -0.1755
C: 0.21752 1.53083 -4.30828  -0.0177
C: 0.71136 2.80160 -4.04821  -0.0516
N: -1.30771 -0.06477 -5.42958  -0.3134
O: -1.58161 -0.46396 -6.57009  0.0813
O: -1.37004 -0.76870 -4.44474  0.0613
H: 0.65173 4.82062 -4.83237  0.1218
H: -1.25883 4.49124 -6.23957  0.0917
H: -2.02311 2.08583 -6.74793  0.1198
H: 0.66957 0.64706 -3.85284  0.1110
H: 1.46956 3.03837 -3.26805  0.1086
C: -5.81353 -0.25690 4.15821  -0.1029
C: -5.51563 0.75485 3.31173  -0.0710
C: -6.38104 1.12531 2.26313  -0.0039
C: -7.48494 0.29556 2.07573  -0.1422
C: -7.84857 -0.66736 2.95627  -0.0139
C: -6.99636 -0.93945 4.00945  -0.0656
N: -8.27000 0.62184 0.84250  -0.3323
O: -7.71205 1.15078 -0.08384  0.0815
O: -9.48540 0.37172 0.81263  0.0609
H: -5.10135 -0.63164 4.89126  0.1083
H: -4.51475 1.27282 3.52385  0.1403
H: -6.23291 1.92338 1.57835  0.1005
H: -8.85432 -1.05387 2.88129  0.1252
H: -7.41171 -1.54723 4.82260  0.1198
C: 5.11620 2.25763 3.17639  -0.0594
C: 5.58950 2.37367 1.88009  -0.0614
C: 4.93655 3.23688 1.05288  0.0026
C: 3.75367 3.86640 1.41754  -0.1764
C: 3.27626 3.74945 2.74033  0.0188
C: 3.89572 2.82534 3.60137  -0.0338
N: 3.22848 4.84813 0.61710  -0.3554
O: 3.84140 5.12295 -0.39495  0.0837
O: 2.12979 5.34980 0.90473  0.0635
H: 5.67093 1.55919 3.76825  0.1009
H: 6.40196 1.80720 1.53290  0.0979
H: 5.30669 3.47473 0.10623  0.1029
H: 2.48307 4.32817 3.09198  0.0824
H: 3.53586 2.53706 4.57099  0.1063
C: -2.95412 3.08816 -1.16616  -0.0638
C: -3.50249 2.48742 -0.03786  -0.0581
C: -4.00395 1.20556 -0.12878  -0.0320
C: -3.91213 0.54261 -1.29136  -0.1564
C: -3.30346 1.05380 -2.41989  0.0191
C: -2.88015 2.37606 -2.35433  -0.0521
N: -4.35869 -0.85278 -1.27140  -0.3459
O: -4.66771 -1.42114 -0.26307  0.0878
O: -4.31861 -1.40727 -2.34161  0.0732
H: -2.77580 4.16493 -1.15210  0.1160
H: -3.66631 3.04283 0.86177  0.1056
H: -4.37026 0.74268 0.81751  0.1142
H: -3.20664 0.47551 -3.28229  0.0841
H: -2.47377 2.95468 -3.21035  0.1129
C: -2.79234 -4.54558 -1.12828  -0.0547
C: -2.63805 -3.98586 -2.40278  -0.0527
C: -1.44292 -3.39033 -2.75573  -0.0084
C: -0.36323 -3.58649 -1.93139  -0.1504
C: -0.45466 -4.15452 -0.66620  -0.0203
C: -1.69818 -4.55504 -0.29457  -0.1063
N: 0.94808 -3.09358 -2.37684  -0.3434
O: 1.01365 -2.03999 -2.95841  0.0737
O: 1.89969 -3.78194 -2.08316  0.0729
H: -3.75801 -4.87316 -0.76289  0.1151
H: -3.49018 -3.93730 -3.14672  0.1358
H: -1.35014 -2.90637 -3.67313  0.0820
H: 0.39823 -4.30091 -0.03573  0.1146
H: -1.81059 -5.05094 0.69351  0.1228
C: -0.01179 0.36047 -0.87133  -0.0631
C: -0.60907 -0.28445 0.21698  -0.0425
C: -0.80227 0.31260 1.49605  0.0130
C: -0.29365 1.62561 1.60124  -0.1418
C: 0.30789 2.25026 0.50037  -0.0136
C: 0.41269 1.67517 -0.73512  -0.0599
N: -0.28213 2.33365 2.92811  -0.3163
O: 0.54865 3.20090 3.10432  0.0590
O: -1.07248 1.94102 3.79384  0.0634
H: 0.15943 -0.15805 -1.78506  0.0709
H: -0.96437 -1.35807 0.09623  0.1205
H: -1.05515 -0.25645 2.37557  0.0984
H: 0.71578 3.21745 0.77745  0.1032
H: 0.94471 2.20023 -1.50941  0.0756
N: -0.32761 -2.69455 4.68338  0.0146
C: -0.43882 -2.85228 3.28289  -0.1070
C: -1.77887 -2.88548 3.02366  -0.1317
C: -2.45544 -2.69625 4.21245  -0.1318
C: -1.57316 -2.55889 5.24882  -0.1168
H: 0.56030 -2.88332 5.16008  0.1347
H: 0.43081 -2.84985 2.70202  0.0747
H: -2.25605 -2.93346 2.04940  0.0914
H: -3.49518 -2.46852 4.31678  0.0775
H: -1.61771 -2.32419 6.33938  0.1272

Values from the calculation:
- Electronic energy: -100800.3521 eV
- SMILES: O=[N+]([O-])c1ccccc1.O=[N+]([O-])c1ccccc1.O=[N+]([O-])c1ccccc1.O=[N+]([O-])c1ccccc1.O=[N+]([O-])c1ccccc1.O=[N+]([O-])c1ccccc1.O=[N+]([O-])c1ccccc1.O=[N+]([O-])c1ccccc1.c1cc[nH]c1


Entry 2:
Molecular formula: CF3NO3
Method: DFT, ωB97M-V/def2-TZVPD

Last column: natural (NBO) charge in e.
Positions of all 8 atoms, in Å:
C: 0.79776 -0.40443 0.42004  1.1654
N: -1.17949 0.50241 -0.82578  0.7892
O: -1.10741 0.60259 -1.93792  -0.1961
O: -0.08528 -0.46465 -0.49549  -0.5243
O: -1.84323 0.72262 0.09751  -0.2300
F: 0.26662 0.46752 1.18587  -0.3292
F: 2.10734 0.09172 0.28591  -0.3376
F: 1.04370 -1.51778 1.26986  -0.3373

Values from the calculation:
- Electronic energy: -16816.0851 eV
- SMILES: O=[N+]([O-])OC(F)(F)F


Entry 3:
Molecular formula: C4H5NO2
Method: DFT, ωB97M-V/def2-TZVPD

Last column: natural (NBO) charge in e.
Positions of all 12 atoms, in Å:
C: 1.70433 -0.94456 -0.24026  0.2091
C: 0.39163 -1.10491 0.45672  0.2746
C: -0.95227 0.28413 -0.70286  -0.1120
C: -0.31204 1.05899 0.47551  -0.1127
H: 0.34312 -2.04328 0.99576  0.2203
H: -0.53414 0.64785 -1.58911  0.1857
H: -2.05390 0.46294 -0.67500  0.1982
H: 0.48135 1.77863 0.25664  0.1910
H: -1.06124 1.61289 1.05450  0.1991
N: 2.60351 -0.62789 -0.90548  -0.2789
O: -0.70070 -1.10030 -0.46529  -0.4852
O: 0.09033 -0.02452 1.33888  -0.4893

Values from the calculation:
- Electronic energy: -9812.4492 eV
- SMILES: N#CC1OCCO1